(1)
ORCA calculation (ωB97M-V/def2-TZVPD) on C5H14N2S in the gas phase in a non-equilibrium geometry.

As for the LUMO energy: 0.872 eV. The energy relative to the best compared isomer or geometry (same formula, charge and spin) is 50.0 kcal per mole. For the energy, the calculation gives -19225.1299 eV. As for the SMILES: CN[C@H](CN)CCS.

The geometry in ORCA input format:
```
! wB97M-V def2-TZVPD RIJCOSX def2/J DEFGRID3
* xyz 0 1
C 1.135 -2.494 -0.412
N -0.011 -1.635 0.111
C 0.211 -0.376 0.844
C -0.519 -0.193 2.206
N 0.239 -0.934 3.253
C -0.475 0.946 0.024
C 0.249 0.811 -1.352
S -0.597 1.975 -2.405
H 1.304 -2.268 -1.506
H 0.912 -3.599 -0.250
H 2.094 -2.418 0.165
H -0.666 -2.214 0.550
H 1.338 -0.187 0.983
H -1.621 -0.384 2.381
H -0.419 0.856 2.586
H 1.245 -0.631 3.219
H 0.407 -1.960 3.053
H -0.028 1.903 0.549
H -1.551 1.125 0.111
H 1.259 1.097 -1.059
H 0.168 -0.251 -1.818
H -0.082 3.142 -1.902
*
```



(2)
ORCA calculation (ωB97M-V/def2-TZVPD) on a molecular structure, C45H30CaI2N9O3S in a non-equilibrium geometry.

As for the LUMO energy: 1.783 eV. The energy relative to the best compared isomer or geometry (same formula, charge and spin) is 11.3 kcal per mole. For the energy, the calculation gives -112187.5974 eV.

The geometry in ORCA input format:
```
! wB97M-V def2-TZVPD RIJCOSX def2/J DEFGRID3
* xyz -1 1
Ca 0.521 -0.264 -0.689
O -6.078 1.283 2.157
C -5.030 1.854 2.527
O -4.845 2.687 3.435
C -3.764 1.455 1.743
C -3.809 0.444 0.796
C -2.646 0.026 0.173
N -1.455 0.570 0.459
C -1.412 1.588 1.325
C -2.536 2.051 1.988
C -0.049 2.170 1.592
C 0.087 3.403 2.222
C 1.353 3.850 2.547
C 2.449 3.056 2.253
C 2.228 1.859 1.600
N 1.015 1.430 1.249
C -2.668 -1.083 -0.845
C -3.868 -1.592 -1.326
C -3.839 -2.615 -2.258
C -2.620 -3.105 -2.689
C -1.469 -2.540 -2.166
N -1.492 -1.560 -1.268
H -4.778 0.008 0.604
H -2.505 2.831 2.736
H -0.787 3.998 2.437
H 1.480 4.810 3.032
H 3.457 3.359 2.503
H 3.059 1.219 1.323
H -4.809 -1.182 -0.991
H -4.766 -3.017 -2.647
H -2.548 -3.898 -3.420
H -0.479 -2.863 -2.470
I 3.391 -3.714 -3.658
C 3.377 -3.544 -1.599
C 4.265 -4.337 -0.845
C 4.302 -4.272 0.517
I 5.654 -5.468 1.537
C 3.426 -3.379 1.203
C 3.378 -3.238 2.608
C 2.513 -2.352 3.178
C 1.692 -1.578 2.341
N 1.705 -1.678 1.037
C 2.548 -2.578 0.447
C 2.495 -2.643 -1.017
O 1.695 -1.886 -1.664
H 4.929 -5.011 -1.369
H 4.035 -3.842 3.220
H 2.458 -2.228 4.251
H 0.998 -0.857 2.760
S -0.748 1.259 -2.745
C 0.144 2.626 -2.135
N -0.303 3.793 -1.810
N -1.641 3.948 -1.824
C -2.191 5.162 -1.424
C -3.572 5.247 -1.249
C -4.149 6.442 -0.852
C -3.365 7.566 -0.622
C -1.991 7.470 -0.795
C -1.394 6.282 -1.194
N 1.588 2.628 -1.926
N 2.074 1.508 -1.715
C 3.530 1.522 -1.658
C 4.293 2.538 -2.209
C 5.675 2.456 -2.135
C 6.291 1.368 -1.525
C 5.517 0.349 -0.988
C 4.133 0.427 -1.064
H -2.218 3.146 -2.051
H -4.187 4.368 -1.405
H -5.221 6.487 -0.708
H -3.816 8.497 -0.304
H -1.363 8.335 -0.618
H -0.325 6.209 -1.325
H 3.802 3.372 -2.689
H 6.275 3.246 -2.569
H 7.371 1.313 -1.481
H 5.978 -0.515 -0.524
H 3.524 -0.372 -0.665
N -1.331 -2.616 1.556
C -2.200 -2.796 2.287
C -3.282 -2.877 3.244
C -4.510 -2.312 2.917
C -5.538 -2.341 3.844
C -5.339 -2.937 5.082
C -4.110 -3.500 5.402
C -3.073 -3.469 4.485
H -4.641 -1.832 1.956
H -6.487 -1.884 3.603
H -6.142 -2.949 5.807
H -3.956 -3.956 6.371
H -2.106 -3.894 4.720
*
```



(3)
ORCA calculation (ωB97M-V/def2-TZVPD) on 8 unconnected molecules or ions with the total composition C14H36BF4N2O5 in a non-equilibrium geometry.

As for the LUMO energy: 2.830 eV. The energy relative to the best compared isomer or geometry (same formula, charge and spin) is 0.0 kcal per mole. For the energy, the calculation gives -39867.7280 eV.

The geometry in ORCA input format:
```
! wB97M-V def2-TZVPD RIJCOSX def2/J DEFGRID3
* xyz -1 1
B -0.019 -0.130 0.124
F 0.649 0.307 1.256
F -1.233 0.659 0.129
F 0.623 0.139 -0.959
F -0.346 -1.425 0.381
C -0.825 -1.267 4.205
C -2.205 -0.817 4.227
N -3.261 -0.428 4.408
H -0.763 -2.018 3.324
H -0.143 -0.339 3.880
H -0.326 -1.526 5.023
C 3.364 0.176 -3.360
C 4.686 -0.485 -2.938
N 5.681 -1.001 -2.622
H 3.125 -0.256 -4.228
H 2.549 0.099 -2.710
H 3.740 1.236 -3.437
C -5.514 -1.021 1.193
C -4.227 -0.296 0.857
O -3.389 -1.094 0.103
H -6.465 -0.536 1.685
H -5.283 -1.785 1.999
H -5.937 -1.527 0.249
H -3.831 0.134 1.607
H -4.442 0.528 0.050
H -2.606 -0.530 -0.019
C 2.878 -3.644 -2.289
C 1.886 -3.338 -1.170
O 0.597 -3.147 -1.709
H 2.536 -4.630 -2.876
H 3.969 -3.776 -1.801
H 2.933 -2.810 -2.786
H 2.116 -2.643 -0.436
H 1.750 -4.325 -0.538
H 0.153 -2.513 -1.204
C 5.072 0.133 1.700
C 3.818 -0.658 1.273
O 2.844 -0.513 2.339
H 5.466 0.034 2.656
H 5.030 1.263 1.613
H 5.903 -0.126 1.025
H 4.073 -1.616 1.126
H 3.625 -0.433 0.323
H 2.023 0.046 1.827
C -1.554 2.373 -4.488
C -1.306 1.280 -3.563
O 0.101 0.951 -3.454
H -0.892 3.233 -4.199
H -2.568 2.722 -4.731
H -1.285 1.957 -5.626
H -2.012 0.387 -3.730
H -1.658 1.447 -2.576
H 0.137 0.304 -2.774
C -2.334 4.273 3.019
C -1.999 2.966 2.338
O -2.507 2.751 0.991
H -3.430 4.709 3.169
H -1.768 5.000 2.450
H -1.880 4.403 3.937
H -2.577 2.238 2.956
H -0.825 2.679 2.365
H -1.919 2.224 0.416
*
```



(4)
ORCA calculation (ωB97M-V/def2-TZVPD) on 10 unconnected molecules or ions with the total composition C30H85N5O10 in a non-equilibrium geometry.

As for the LUMO energy: 0.413 eV. The energy relative to the best compared isomer or geometry (same formula, charge and spin) is 56.5 kcal per mole. For the energy, the calculation gives -60408.9413 eV. As for the SMILES: COC[C@H](C)N.COC[C@H](C)N.COC[C@H](C)N.COC[C@H](C)N.COC[C@H](C)N.CCO.CCO.CCO.CCO.CCO.

The geometry in ORCA input format:
```
! wB97M-V def2-TZVPD RIJCOSX def2/J DEFGRID3
* xyz 0 1
C 4.117 -0.597 -7.471
O 3.720 -0.113 -6.190
C 2.393 0.478 -6.151
C 2.110 0.983 -4.707
C 2.246 -0.136 -3.604
N 0.765 1.502 -4.607
H 4.265 0.232 -8.164
H 3.385 -1.321 -7.830
H 5.124 -1.013 -7.440
H 2.392 1.333 -6.828
H 1.597 -0.227 -6.394
H 2.891 1.708 -4.478
H 1.589 -0.984 -3.804
H 1.928 0.304 -2.659
H 3.269 -0.494 -3.491
H 0.659 2.151 -5.374
H 0.082 0.819 -4.903
C 4.105 0.108 3.829
O 4.290 -1.239 4.170
C 5.184 -1.977 3.259
C 5.134 -3.412 3.546
C 6.119 -4.163 2.637
N 3.841 -4.039 3.294
H 4.923 0.826 3.883
H 3.443 0.510 4.596
H 3.536 0.278 2.914
H 4.869 -1.856 2.222
H 6.214 -1.666 3.431
H 5.268 -3.624 4.606
H 6.253 -5.211 2.908
H 7.127 -3.755 2.707
H 5.921 -4.287 1.572
H 3.184 -3.417 3.743
H 3.608 -4.135 2.316
C -7.156 -2.228 -1.011
O -5.810 -2.587 -0.825
C -5.190 -1.845 0.225
C -3.713 -2.235 0.299
C -3.543 -3.697 0.786
N -3.183 -1.375 1.336
H -7.636 -2.760 -1.832
H -7.240 -1.190 -1.332
H -7.821 -2.294 -0.149
H -5.397 -0.798 0.002
H -5.653 -2.110 1.175
H -3.218 -2.151 -0.668
H -3.896 -4.399 0.031
H -4.119 -3.896 1.689
H -2.474 -3.861 0.919
H -3.581 -0.448 1.310
H -3.570 -1.713 2.206
C -1.795 1.415 5.539
O -2.985 1.711 4.861
C -3.068 1.170 3.541
C -4.428 1.446 2.862
C -5.611 0.659 3.392
N -4.357 1.147 1.427
H -0.918 1.482 4.896
H -1.796 0.409 5.958
H -1.691 2.137 6.349
H -2.329 1.651 2.899
H -2.866 0.101 3.482
H -4.643 2.513 2.920
H -5.632 -0.412 3.195
H -6.499 1.038 2.886
H -5.790 0.821 4.455
H -3.627 1.633 0.926
H -5.178 1.538 0.988
C -2.194 3.778 1.239
O -2.673 3.113 0.081
C -1.916 3.235 -1.165
C -2.591 2.408 -2.285
C -2.491 0.914 -2.166
N -2.049 2.731 -3.572
H -2.924 3.784 2.048
H -1.962 4.804 0.954
H -1.213 3.414 1.545
H -1.966 4.293 -1.421
H -0.852 3.038 -1.028
H -3.638 2.709 -2.318
H -3.053 0.369 -2.924
H -2.825 0.548 -1.195
H -1.466 0.590 -2.342
H -1.101 2.385 -3.557
H -2.393 2.124 -4.302
C 1.569 4.063 -2.838
C 1.868 4.740 -1.487
O 3.227 5.215 -1.511
H 2.302 3.274 -3.007
H 1.632 4.797 -3.641
H 0.548 3.682 -2.843
H 1.837 4.002 -0.685
H 1.143 5.528 -1.287
H 3.249 6.165 -1.374
C -0.164 -3.486 3.239
C 0.253 -2.193 3.850
O 0.798 -2.425 5.098
H -0.906 -3.932 3.903
H 0.711 -4.135 3.214
H -0.558 -3.433 2.224
H -0.648 -1.580 3.885
H 1.020 -1.775 3.198
H 0.715 -1.591 5.566
C 5.222 1.069 -0.436
C 4.447 2.169 -1.059
O 5.055 3.406 -0.842
H 5.314 1.345 0.614
H 6.218 1.075 -0.879
H 4.791 0.090 -0.646
H 3.431 2.085 -0.671
H 4.316 2.062 -2.136
H 4.449 4.084 -1.149
C -0.839 -3.748 -2.039
C -0.319 -2.320 -2.068
O 0.825 -2.229 -1.198
H -0.034 -4.336 -2.481
H -1.732 -3.854 -2.655
H -1.112 -4.134 -1.057
H -1.139 -1.714 -1.684
H -0.165 -1.950 -3.081
H 0.396 -1.930 -0.393
C 0.895 0.813 0.088
C -0.420 0.420 0.806
O -0.538 -0.991 0.733
H 1.088 1.877 -0.053
H 0.811 0.326 -0.884
H 1.736 0.451 0.680
H -1.229 0.964 0.318
H -0.436 0.568 1.886
H -1.458 -1.194 0.917
*
```



(5)
ORCA calculation (ωB97M-V/def2-TZVPD) on a molecular structure, C35H95MnN8O9 in a non-equilibrium geometry.

As for the LUMO energy (spin up / spin down): -2.550 / -2.946 eV. The energy relative to the best compared isomer or geometry (same formula, charge and spin) is 17.6 kcal per mole. For the energy, the calculation gives -99495.0915 eV.

The geometry in ORCA input format:
```
! wB97M-V def2-TZVPD RIJCOSX def2/J DEFGRID3
* xyz 1 6
Mn -0.386 3.342 -1.882
C -1.929 0.189 -0.653
C -0.495 0.496 -0.206
C 0.400 -0.642 -0.521
O -0.101 1.723 -0.625
H -2.178 -0.878 -0.566
H -2.088 0.516 -1.680
H -2.679 0.663 -0.008
H -0.613 0.506 0.895
H 0.012 -1.631 -0.220
H 1.401 -0.615 -0.078
H 0.515 -0.853 -1.600
C 6.626 2.385 -1.559
C 7.195 0.998 -1.795
C 6.231 0.146 -2.598
O 5.096 -0.204 -1.825
C 4.427 -1.325 -2.363
N 8.520 1.171 -2.399
H 6.469 2.966 -2.478
H 7.270 2.955 -0.894
H 5.637 2.333 -1.087
H 7.295 0.628 -0.769
H 6.704 -0.761 -2.999
H 5.825 0.723 -3.450
H 4.144 -1.101 -3.392
H 3.583 -1.461 -1.685
H 5.022 -2.234 -2.233
H 8.998 0.293 -2.583
H 8.508 1.682 -3.274
C -1.193 6.033 1.371
C -1.200 4.774 0.500
C -2.455 4.681 -0.350
O -2.395 3.469 -1.153
C -3.660 3.183 -1.772
N -0.022 4.882 -0.452
H -0.991 6.935 0.799
H -0.479 5.879 2.176
H -2.185 6.120 1.826
H -1.014 3.904 1.122
H -2.515 5.554 -1.012
H -3.310 4.592 0.319
H -3.919 3.960 -2.493
H -4.440 3.277 -0.995
H -3.768 2.143 -2.054
H 0.812 5.158 0.084
H -0.158 5.788 -0.939
C -3.376 -7.466 1.667
C -1.954 -7.083 1.274
C -1.887 -5.861 0.343
O -0.603 -5.328 0.214
C 0.249 -6.224 -0.497
N -1.150 -6.775 2.534
H -3.961 -6.630 2.053
H -3.297 -8.195 2.475
H -3.848 -7.932 0.799
H -1.474 -7.940 0.789
H -2.457 -5.050 0.764
H -2.214 -6.182 -0.657
H -0.147 -6.531 -1.471
H 0.345 -7.128 0.125
H 1.248 -5.797 -0.555
H -0.512 -6.028 2.262
H -1.729 -6.373 3.265
C 2.029 -3.656 -3.605
C 0.689 -3.535 -4.276
C 0.699 -3.870 -5.751
O 1.836 -3.251 -6.264
C 2.149 -3.633 -7.565
N -0.404 -4.255 -3.585
H 2.780 -3.040 -4.096
H 2.400 -4.693 -3.579
H 2.064 -3.409 -2.538
H 0.442 -2.459 -4.297
H -0.198 -3.500 -6.248
H 0.806 -4.960 -5.866
H 2.567 -4.654 -7.460
H 2.966 -3.057 -7.983
H 1.318 -3.729 -8.267
H -0.031 -5.192 -3.382
H -0.562 -3.920 -2.633
C -2.363 2.369 3.080
C -1.511 1.377 3.841
C -1.483 1.655 5.301
O -0.566 2.689 5.507
C -0.405 3.043 6.880
N -1.934 -0.025 3.552
H -1.917 3.361 3.165
H -3.377 2.362 3.499
H -2.535 2.115 2.028
H -0.488 1.464 3.447
H -1.126 0.769 5.860
H -2.492 1.833 5.712
H -1.350 3.543 7.132
H 0.463 3.684 6.955
H -0.273 2.207 7.576
H -1.564 -0.390 2.679
H -1.447 -0.583 4.261
C 3.708 1.813 1.349
C 2.483 1.792 2.296
C 2.782 1.618 3.766
O 3.470 0.437 3.979
C 3.140 -0.242 5.165
N 1.560 2.934 1.955
H 3.428 1.752 0.291
H 4.394 0.976 1.473
H 4.237 2.760 1.546
H 1.996 0.902 1.835
H 1.817 1.694 4.308
H 3.349 2.480 4.166
H 3.705 -1.163 5.260
H 2.075 -0.524 5.085
H 3.285 0.367 6.064
H 0.838 2.925 2.677
H 1.159 2.550 1.096
C -6.192 0.127 4.536
C -5.814 -0.539 3.222
C -5.616 0.433 2.078
O -6.738 1.260 1.869
C -7.952 0.610 1.539
N -4.634 -1.393 3.422
H -5.383 0.810 4.815
H -6.247 -0.626 5.323
H -7.162 0.608 4.458
H -6.653 -1.201 2.971
H -5.350 -0.158 1.180
H -4.815 1.160 2.226
H -7.779 -0.289 0.944
H -8.542 1.356 1.007
H -8.537 0.382 2.439
H -4.236 -1.544 2.493
H -3.857 -0.902 3.871
C 3.385 1.874 -3.651
C 2.013 2.496 -3.640
C 0.962 1.451 -3.901
O -0.393 1.936 -3.764
C -1.373 1.046 -4.282
N 1.767 3.121 -2.323
H 3.546 1.237 -2.775
H 4.208 2.589 -3.681
H 3.586 1.209 -4.501
H 1.996 3.295 -4.384
H 1.126 0.587 -3.229
H 1.072 0.976 -4.885
H -1.363 0.948 -5.364
H -2.325 1.415 -3.907
H -1.257 0.076 -3.781
H 1.725 2.353 -1.616
H 2.472 3.741 -1.937
*
```